Record 1
Computed, not measured: C14H13N3S in the gas phase, with ωB97M-V/def2-TZVPD.

Summary:
* SMILES: c1cncc(C/N=C2/Nc3ccccc3CS2)c1
* highest occupied orbital energy: -8.369 eV
* LUMO level: 0.60 eV
* relative energy (zero: lowest compared OMol25 entry of this formula, charge and spin): 28.0 kJ/mol
* frontier orbital gap: 8.97 eV

Geometry as ORCA input:
```
! RIJCOSX wB97M-V def2-TZVPD def2/J DEFGRID3
* xyz 0 1
C -3.56470 -1.82082 0.53074
C -4.74014 -1.28134 1.02559
N -5.08805 -0.01833 0.83934
C -4.27321 0.75867 0.15363
C -3.06496 0.32911 -0.39120
C -2.20270 1.29730 -1.16155
N -0.95697 0.73841 -1.58537
C 0.07374 0.79095 -0.86157
N 1.23399 0.23772 -1.33036
C 2.34322 -0.12270 -0.57681
C 3.10079 -1.23348 -0.93774
C 4.19942 -1.59714 -0.18386
C 4.54498 -0.86869 0.94314
C 3.80199 0.24307 1.29853
C 2.71511 0.63792 0.53504
C 1.93694 1.87229 0.83346
S 0.13992 1.54066 0.76696
C -2.71468 -0.99857 -0.19169
H -3.31690 -2.85709 0.70345
H -5.43875 -1.87909 1.59621
H -4.59829 1.78449 0.02992
H -2.73948 1.60150 -2.06730
H -2.04596 2.18794 -0.53084
H 1.09750 -0.26926 -2.19607
H 2.81841 -1.80676 -1.80906
H 4.78254 -2.45877 -0.47144
H 5.39544 -1.16149 1.53892
H 4.07520 0.82521 2.16633
H 2.14079 2.65632 0.09938
H 2.13499 2.25292 1.83387
H -1.79020 -1.38095 -0.59966
*
```

For reference, the Mulliken charges in units of e are: C -0.454; C -0.284; N -0.600; C -0.474; C 0.726; C -1.024; N -0.652; C 0.529; N -0.198; C 0.583; C -0.739; C -0.607; C -0.623; C -0.734; C 0.888; C -0.880; S -0.135; C -0.187; H 0.372; H 0.350; H 0.372; H 0.400; H 0.429; H 0.278; H 0.340; H 0.370; H 0.385; H 0.359; H 0.336; H 0.441; H 0.431

=====

Record 2
Computed, not measured: C14H13N4ORuS2 as an isolated structure, with ωB97M-V/def2-TZVPD.

Summary:
* highest occupied orbital energy (alpha / beta): -14.850 / -15.393 eV
* LUMO level (alpha / beta): -6.18 / -8.76 eV
* relative energy (zero: lowest compared OMol25 entry of this formula, charge and spin): 0.0 kJ/mol
* frontier orbital gap (alpha / beta): 8.67 / 6.63 eV

Geometry as ORCA input:
```
! RIJCOSX wB97M-V def2-TZVPD def2/J DEFGRID3
* xyz 2 6
Ru -0.29983 -0.60160 -0.84248
C 4.47139 -0.88712 -0.83494
N 3.58112 -0.63715 0.30084
C 3.89954 0.09508 1.42363
C 2.82105 0.08503 2.23302
N 1.83831 -0.65118 1.58924
C 2.32762 -1.09144 0.39799
S 1.54214 -2.08832 -0.77382
C 0.57793 -0.96199 2.18084
C 0.52513 -1.34700 3.50371
C -0.72096 -1.59165 4.06562
C -1.85501 -1.45601 3.28449
C -1.70740 -1.08593 1.96077
N -0.50979 -0.83354 1.41624
H 5.43785 -0.44618 -0.61224
H 4.05906 -0.43442 -1.73394
H 4.58763 -1.95784 -0.98408
H 4.86257 0.55869 1.54700
H 2.64893 0.55442 3.18506
H 1.43454 -1.46889 4.07511
H -0.79714 -1.89438 5.10113
H -2.84174 -1.63993 3.68381
H -2.56313 -0.98359 1.30545
O -1.96402 -0.57721 -1.99978
N -2.38156 0.61056 -2.48471
C -3.51483 0.59640 -3.20863
C -4.00640 1.76305 -3.73940
C -3.31403 2.94786 -3.51738
C -2.14774 2.93201 -2.77392
C -1.67063 1.73903 -2.25088
S -0.16975 1.67557 -1.34042
H -3.96778 -0.37759 -3.32051
H -4.91684 1.73811 -4.31935
H -3.67977 3.87986 -3.92570
H -1.58646 3.83727 -2.59175
*
```

For reference, the Mulliken charges in units of e are: Ru 0.594; C -0.823; N 0.097; C -0.436; C -0.398; N 0.370; C 0.297; S -0.313; C 0.463; C -0.628; C -0.432; C -0.794; C -0.221; N 0.081; H 0.320; H 0.341; H 0.371; H 0.454; H 0.526; H 0.507; H 0.459; H 0.409; H 0.416; O -0.836; N 0.634; C -0.151; C -0.705; C -0.124; C -0.796; C 0.936; S -0.357; H 0.457; H 0.429; H 0.432; H 0.420

=====

Record 3
Computed, not measured: C14H14BCl2F4NO2STi as an isolated structure, with ωB97M-V/def2-TZVPD.

Summary:
* highest occupied orbital energy (alpha / beta): -2.633 / -2.640 eV
* LUMO level (alpha / beta): 2.53 / 2.53 eV
* relative energy (zero: lowest compared OMol25 entry of this formula, charge and spin): 0.0 kJ/mol
* frontier orbital gap (alpha / beta): 5.16 / 5.17 eV

Geometry as ORCA input:
```
! RIJCOSX wB97M-V def2-TZVPD def2/J DEFGRID3
* xyz -1 2
Ti -0.18833 0.53195 0.01164
O 0.36992 -0.29483 1.75278
N -0.25219 -1.26182 2.41444
C 0.28928 -1.64518 3.58872
C -0.29853 -2.61211 4.35221
C -1.48308 -3.20274 3.89437
C -2.01607 -2.80200 2.69830
C -1.40459 -1.80483 1.91593
S -1.97537 -1.26796 0.41061
H 1.20052 -1.12235 3.83682
H 0.15741 -2.90202 5.28713
H -1.97596 -3.96816 4.47902
H -2.92855 -3.23475 2.31507
F -1.52404 1.95103 1.17679
B -2.31165 2.40133 0.06526
F -1.61744 1.69127 -1.04227
F -2.22069 3.74816 -0.11574
F -3.59825 1.93649 0.14867
Cl 1.40207 2.30830 -0.04452
C 4.46701 0.34394 -0.31886
Cl 3.54543 -0.51977 0.80190
H 4.52796 1.40920 -0.17250
H 4.63433 -0.12631 -1.27394
C 0.85083 -0.27472 -3.81637
C 0.88405 -0.95376 -2.47920
O 0.44394 -0.31551 -1.46817
C 1.40104 -2.28838 -2.30384
C 1.92390 -3.02603 -3.38066
C 2.41846 -4.30601 -3.19279
C 2.41079 -4.89166 -1.93312
C 1.90239 -4.17150 -0.85511
C 1.40642 -2.89404 -1.03077
H 0.36547 0.69292 -3.70484
H 0.29817 -0.86197 -4.55719
H 1.85970 -0.11134 -4.21035
H 1.94260 -2.58727 -4.37025
H 2.81490 -4.85529 -4.03894
H 2.79556 -5.89404 -1.79193
H 1.89339 -4.61433 0.13407
H 1.01160 -2.34308 -0.18797
*
```

For reference, the Mulliken charges in units of e are: Ti 0.650; O -0.345; N 0.436; C -0.300; C -0.770; C -0.046; C -0.869; C 0.631; S -0.348; H 0.465; H 0.389; H 0.372; H 0.387; F -0.378; B 0.576; F -0.403; F -0.325; F -0.351; Cl -0.580; C -0.635; Cl -0.005; H 0.309; H 0.312; C -1.535; C 0.353; O -0.080; C 0.577; C -0.605; C -0.592; C -0.471; C -0.679; C 0.078; H 0.336; H 0.384; H 0.337; H 0.319; H 0.360; H 0.359; H 0.391; H 0.297

=====

Record 4
Computed, not measured: C14H14BrHgN7O3 as an isolated structure, with ωB97M-V/def2-TZVPD.

Summary:
* highest occupied orbital energy (alpha / beta): -4.276 / -4.608 eV
* LUMO level (alpha / beta): 2.63 / 1.34 eV
* relative energy (zero: lowest compared OMol25 entry of this formula, charge and spin): 0.0 kJ/mol
* frontier orbital gap (alpha / beta): 6.90 / 5.95 eV

Geometry as ORCA input:
```
! RIJCOSX wB97M-V def2-TZVPD def2/J DEFGRID3
* xyz -1 2
Hg -1.27359 0.86719 0.81121
C 0.28274 1.44368 -4.82803
C -0.21190 0.28861 -4.00466
C 0.03313 -1.03057 -4.34621
C -0.38058 -2.05608 -3.51260
C -1.04076 -1.70249 -2.34963
Br -1.65491 -3.08350 -1.18784
N -1.29652 -0.46469 -1.99502
C -0.88464 0.50847 -2.81171
H 0.48331 1.14070 -5.85677
H 1.21009 1.82192 -4.39139
H -0.43838 2.26153 -4.83781
H 0.57538 -1.26161 -5.25731
H -0.19425 -3.09377 -3.74772
H -1.07925 1.52368 -2.47503
C 1.06988 -2.25795 2.05963
C -0.23522 -2.04478 2.74226
N -1.32495 -1.58496 2.18265
C -2.30303 -1.60326 3.15822
C -1.79224 -2.08214 4.32150
N -0.46966 -2.36471 4.04235
H 1.15375 -1.57618 1.21854
H 1.14249 -3.28249 1.68484
H 1.90881 -2.06001 2.72568
H -3.30263 -1.25094 2.96134
H -2.22393 -2.23309 5.29558
H 0.22383 -2.67725 4.69732
O -1.83098 2.76275 2.59463
N -1.28120 2.25076 3.57379
O -0.72519 1.16759 3.42447
N 1.09888 3.47394 1.37236
C 1.15840 2.92574 0.10836
O 0.74571 3.54489 -0.87091
C 1.75152 1.60292 0.03427
C 2.33020 0.99093 1.18012
N 2.77764 0.49057 2.12372
C 2.05530 1.02668 -1.22993
N 2.32801 0.53509 -2.24107
H 0.43363 4.22361 1.46359
H 1.18114 2.85923 2.16719
*
```

For reference, the Mulliken charges in units of e are: Hg 0.473; C -1.420; C 0.810; C -0.360; C -0.302; C -0.087; Br -0.190; N -0.238; C -0.367; H 0.400; H 0.287; H 0.361; H 0.358; H 0.386; H 0.323; C -0.905; C 0.405; N -0.210; C -0.528; C -0.335; N -0.062; H -0.042; H 0.281; H 0.425; H 0.384; H 0.403; H 0.185; O -0.501; N 0.327; O -0.369; N -0.424; C 0.442; O -0.684; C 0.746; C -0.217; N -0.654; C 0.067; N -0.687; H 0.263; H 0.258

=====

Record 5
Computed, not measured: C14H14BrNNdO2 as an isolated structure, with ωB97M-V/def2-TZVPD.

Summary:
* highest occupied orbital energy (alpha / beta): -4.585 / -4.854 eV
* LUMO level (alpha / beta): 2.66 / 2.66 eV
* relative energy (zero: lowest compared OMol25 entry of this formula, charge and spin): 104.2 kJ/mol
* frontier orbital gap (alpha / beta): 7.25 / 7.51 eV

Geometry as ORCA input:
```
! RIJCOSX wB97M-V def2-TZVPD def2/J DEFGRID3
* xyz -1 4
C -0.58534 3.00505 -0.58308
C 0.68523 2.81242 -0.02364
C 1.32876 1.78956 -0.76256
H 1.08608 3.31021 0.84003
C 0.45857 1.37379 -1.78638
C -0.73855 2.09274 -1.66098
H -1.60931 1.97699 -2.28201
H -1.32258 3.71152 -0.24644
H 2.29221 1.36799 -0.54744
H 0.65215 0.59269 -2.49545
Nd -0.50574 0.88521 0.29339
Br 1.29238 0.54909 2.08251
C -1.92752 -0.47794 1.48751
C -2.58142 -0.07383 0.29777
C -2.75692 1.31549 0.36051
H -2.84635 -0.71584 -0.52195
C -2.19881 1.77842 1.58175
C -1.72277 0.66205 2.28461
H -1.22583 0.68226 3.23487
H -1.59657 -1.47278 1.71789
H -3.22346 1.92622 -0.39107
H -2.15530 2.79890 1.91919
O 2.45300 -0.58045 -1.57681
C 1.95006 -1.47139 -0.92754
C 2.53655 -2.83679 -0.99910
C 1.63002 -3.62548 -0.09440
C 0.64831 -2.59948 0.35286
O -0.23382 -2.92944 1.10896
N 0.84340 -1.33240 -0.13037
H 2.49251 -3.21316 -2.04416
H 3.58373 -2.83047 -0.62567
H 1.11566 -4.44241 -0.64556
H 2.18169 -4.02872 0.78276
*
```

For reference, the Mulliken charges in units of e are: C -0.363; C -0.561; C -0.502; H 0.396; C -0.381; C -0.638; H 0.489; H 0.609; H 0.540; H 0.475; Nd 0.251; Br -0.535; C -0.448; C -0.761; C -0.519; H 0.446; C -0.411; C -0.702; H 0.576; H 0.772; H 0.594; H 0.530; O -0.671; C 0.118; C -0.362; C -0.383; C 0.124; O -0.688; N 0.168; H 0.197; H 0.206; H 0.219; H 0.214

=====

Record 6
Computed, not measured: C14H14Cl3CrIN2O2 as an isolated structure, with ωB97M-V/def2-TZVPD.

Summary:
* highest occupied orbital energy (alpha / beta): -7.828 / -8.598 eV
* LUMO level (alpha / beta): -1.56 / -1.88 eV
* relative energy (zero: lowest compared OMol25 entry of this formula, charge and spin): 0.0 kJ/mol
* frontier orbital gap (alpha / beta): 6.27 / 6.72 eV

Geometry as ORCA input:
```
! RIJCOSX wB97M-V def2-TZVPD def2/J DEFGRID3
* xyz 0 5
C 1.72810 0.63873 3.24435
C 1.80031 -0.86528 3.33070
H 2.16199 1.08644 2.35339
H 2.11749 0.98439 4.20239
H 0.69389 1.05117 3.29441
H 1.74553 -1.54055 2.38760
H 2.57119 -1.23785 3.94551
H 0.72661 -0.99189 3.59920
C 0.34123 2.59479 -0.82058
C 0.47724 3.45169 -1.91344
C 0.38265 2.91498 -3.20138
C 0.16859 1.53137 -3.35796
H 0.41133 2.96629 0.20322
H 0.70337 4.50150 -1.71966
H 0.50828 3.59363 -4.05192
H 0.11958 1.09342 -4.36313
N 0.20377 1.23986 -1.01474
C 0.07864 0.69128 -2.25654
C 0.00248 -0.75297 -2.26671
N 0.12249 -1.34909 -1.03719
C 0.01456 -2.66747 -0.82468
C -0.23031 -3.00108 -3.18885
C -0.17544 -3.54243 -1.89941
H 0.09459 -3.03137 0.22223
H -0.24146 -4.61189 -1.69131
C -0.11306 -1.60391 -3.36979
H -0.11700 -1.17076 -4.36334
H -0.35488 -3.68478 -4.02876
Cr 0.79227 -0.09674 0.16040
I 3.33804 -0.03935 -0.47338
Cl -4.44200 -0.72040 3.62494
C -3.01450 0.29943 3.27758
Cl -3.29705 2.01560 3.56276
Cl -1.70588 -0.26043 4.33790
C -2.60654 0.18275 1.68280
O -3.58317 0.49977 0.99766
O -1.42292 -0.16886 1.41575
*
```

For reference, the Mulliken charges in units of e are: C -0.762; C -0.411; H 0.220; H 0.361; H 0.181; H 0.010; H 0.391; H 0.035; C -0.201; C -0.547; C -0.518; C -0.530; H 0.446; H 0.386; H 0.397; H 0.336; N -0.009; C 0.733; C 0.268; N 0.088; C -0.103; C -0.547; C -0.656; H 0.388; H 0.394; C -0.468; H 0.381; H 0.408; Cr 0.530; I -0.358; Cl -0.154; C 0.465; Cl -0.155; Cl -0.193; C 0.260; O -0.629; O -0.435

=====

What did the sixth record say?
Computed, not measured: C14H14Cl3CrIN2O2 as an isolated structure, with ωB97M-V/def2-TZVPD.

Summary:
* highest occupied orbital energy (alpha / beta): -7.828 / -8.598 eV
* LUMO level (alpha / beta): -1.56 / -1.88 eV
* relative energy (zero: lowest compared OMol25 entry of this formula, charge and spin): 0.0 kJ/mol
* frontier orbital gap (alpha / beta): 6.27 / 6.72 eV

Geometry as ORCA input:
```
! RIJCOSX wB97M-V def2-TZVPD def2/J DEFGRID3
* xyz 0 5
C 1.72810 0.63873 3.24435
C 1.80031 -0.86528 3.33070
H 2.16199 1.08644 2.35339
H 2.11749 0.98439 4.20239
H 0.69389 1.05117 3.29441
H 1.74553 -1.54055 2.38760
H 2.57119 -1.23785 3.94551
H 0.72661 -0.99189 3.59920
C 0.34123 2.59479 -0.82058
C 0.47724 3.45169 -1.91344
C 0.38265 2.91498 -3.20138
C 0.16859 1.53137 -3.35796
H 0.41133 2.96629 0.20322
H 0.70337 4.50150 -1.71966
H 0.50828 3.59363 -4.05192
H 0.11958 1.09342 -4.36313
N 0.20377 1.23986 -1.01474
C 0.07864 0.69128 -2.25654
C 0.00248 -0.75297 -2.26671
N 0.12249 -1.34909 -1.03719
C 0.01456 -2.66747 -0.82468
C -0.23031 -3.00108 -3.18885
C -0.17544 -3.54243 -1.89941
H 0.09459 -3.03137 0.22223
H -0.24146 -4.61189 -1.69131
C -0.11306 -1.60391 -3.36979
H -0.11700 -1.17076 -4.36334
H -0.35488 -3.68478 -4.02876
Cr 0.79227 -0.09674 0.16040
I 3.33804 -0.03935 -0.47338
Cl -4.44200 -0.72040 3.62494
C -3.01450 0.29943 3.27758
Cl -3.29705 2.01560 3.56276
Cl -1.70588 -0.26043 4.33790
C -2.60654 0.18275 1.68280
O -3.58317 0.49977 0.99766
O -1.42292 -0.16886 1.41575
*
```

For reference, the Mulliken charges in units of e are: C -0.762; C -0.411; H 0.220; H 0.361; H 0.181; H 0.010; H 0.391; H 0.035; C -0.201; C -0.547; C -0.518; C -0.530; H 0.446; H 0.386; H 0.397; H 0.336; N -0.009; C 0.733; C 0.268; N 0.088; C -0.103; C -0.547; C -0.656; H 0.388; H 0.394; C -0.468; H 0.381; H 0.408; Cr 0.530; I -0.358; Cl -0.154; C 0.465; Cl -0.155; Cl -0.193; C 0.260; O -0.629; O -0.435

=====

Question: Look up the relative energy (zero: lowest compared OMol25 entry of this formula, charge and spin) of the first one.
Answer: 28.0 kJ/mol